No. 1
Below is a cluster of 11 separate species, C23H70N2O13 in total, with properties calculated with the ωB97M-V functional and the def2-TZVPD basis.

The geometry in XYZ format:
```
108
Properties=species:S:1:pos:R:3:forces:R:3:lowdin_charge:R:1
C -1.83889 -1.26235 -3.18636 1.539 -1.542 -0.240 -0.10
O -0.81441 -0.71054 -4.01669 -1.517 0.622 0.150 -0.19
C -1.35218 0.27398 -4.89467 0.574 0.671 -0.174 -0.22
C -0.28974 1.35520 -5.04353 -0.059 0.807 0.227 -0.21
N 0.92565 0.95507 -5.73086 -0.481 0.196 -0.468 -0.05
C 0.71942 0.57745 -7.13106 1.604 -1.056 0.334 -0.20
C 2.07819 0.12299 -7.68289 -0.716 -0.041 0.224 -0.24
O 2.46745 -1.13828 -7.12613 0.166 0.944 -0.328 -0.19
C 3.81089 -1.39636 -7.50834 -0.491 -1.241 0.341 -0.12
H -1.27392 -2.03266 -2.65434 -0.349 -0.008 0.403 0.07
H -2.56208 -1.82384 -3.78277 -0.356 0.383 -0.086 0.09
H -2.29663 -0.60221 -2.45139 0.020 0.462 -0.291 0.08
H -2.28422 0.73952 -4.55697 0.071 -0.184 0.525 0.12
H -1.60225 -0.15667 -5.86796 0.111 -0.235 -0.054 0.11
H -0.01437 1.77684 -4.06982 0.013 -0.630 0.235 0.11
H -0.70117 2.27049 -5.49003 -0.098 -0.380 -0.615 0.12
H 1.33176 0.15227 -5.26177 -0.014 0.031 0.051 0.10
H 0.37971 1.39194 -7.76813 -0.223 0.206 0.306 0.12
H 0.08753 -0.30805 -7.25976 -0.457 0.184 -0.036 0.11
H 2.84074 0.85017 -7.40117 0.019 0.256 -0.245 0.11
H 1.96053 0.05260 -8.76889 0.390 -0.100 -0.131 0.12
H 4.12570 -2.25731 -6.91584 0.132 0.138 0.100 0.09
H 4.48148 -0.55827 -7.31955 -0.040 0.124 -0.085 0.08
H 3.84701 -1.73885 -8.54678 0.141 0.396 -0.182 0.09
C 0.12087 0.62822 5.46475 -0.363 0.575 0.659 -0.11
O 0.59874 1.09634 4.22730 -0.143 -0.724 0.212 -0.21
C 0.32872 0.25627 3.10443 0.650 0.658 0.619 -0.20
C -1.06758 0.52103 2.56803 -0.048 0.391 0.475 -0.18
N -1.39120 -0.28636 1.40848 -0.598 0.372 -0.052 -0.05
C -2.24260 -1.42999 1.63354 0.457 -0.677 -0.081 -0.22
C -2.37242 -2.26380 0.34660 0.488 0.366 1.552 -0.20
O -1.11044 -2.72730 -0.11018 -0.229 0.021 -0.371 -0.22
C -0.41882 -3.63249 0.73174 0.353 0.341 0.118 -0.08
H 0.46360 1.35317 6.20572 0.158 -0.196 0.024 0.08
H 0.49066 -0.35874 5.74877 0.093 0.003 -0.222 0.07
H -0.97381 0.64515 5.55309 -0.018 -0.157 -0.330 0.09
H 0.46763 -0.81791 3.29603 -0.032 0.067 0.372 0.12
H 1.18164 0.56812 2.49015 -0.698 -0.287 -0.934 0.11
H -1.18692 1.60530 2.45061 0.242 -0.044 -0.762 0.11
H -1.80624 0.37108 3.36434 0.138 -0.592 0.054 0.12
H -0.55397 -0.62537 0.95760 0.078 0.385 -0.246 0.08
H -3.27708 -1.21607 1.92730 0.128 0.466 0.145 0.12
H -1.82163 -2.04807 2.44280 -0.306 -0.222 0.033 0.11
H -2.77465 -1.62468 -0.43492 -0.157 -0.209 -0.147 0.10
H -3.04658 -3.06764 0.66161 -0.025 -0.314 -0.700 0.13
H -0.22868 -4.56375 0.19643 -0.158 -0.062 0.071 0.08
H -0.93516 -3.81069 1.67587 -0.138 -0.201 -0.128 0.09
H 0.54811 -3.18410 0.98309 0.016 -0.114 0.006 0.09
C 2.40950 3.80278 6.03170 -0.915 0.857 -0.989 -0.07
C 2.15888 5.29818 6.23937 0.107 -0.224 1.522 -0.30
O 2.24168 6.12970 5.08427 0.413 -0.430 0.331 -0.08
H 1.47668 3.41048 5.61934 0.282 -0.504 -0.049 0.06
H 2.64801 3.30890 6.96859 0.069 -0.056 -0.005 0.08
H 3.19068 3.68497 5.28024 0.146 -0.259 0.206 0.06
H 2.87784 5.61788 7.00583 -0.047 0.369 -0.236 0.11
H 1.17326 5.45746 6.68946 0.038 -0.080 -0.134 0.12
H 3.06677 6.60502 5.20440 -0.057 0.219 -0.508 0.09
C 1.58389 3.78069 2.25659 -0.556 0.862 -0.802 -0.07
C 1.18395 5.23262 1.90224 0.163 -0.547 0.729 -0.31
O 0.38087 5.82087 2.91188 -0.039 -0.140 0.141 -0.09
H 0.73009 3.10423 2.29045 -0.053 0.109 0.227 0.06
H 2.07439 3.84132 3.22401 0.168 -0.405 0.000 0.05
H 2.24606 3.42271 1.46522 0.265 -0.121 0.219 0.08
H 0.60432 5.32318 0.98615 0.146 -0.140 -0.133 0.11
H 2.13204 5.77395 1.80855 -0.101 0.265 -0.251 0.10
H 0.87489 5.78004 3.74750 -0.031 0.221 -0.329 0.04
C 0.03173 -5.36573 -3.01120 -0.084 -0.554 1.337 -0.16
O 1.41833 -5.41426 -2.69027 0.222 0.259 -0.534 -0.12
H -0.47046 -4.68985 -2.31080 -0.104 0.338 -0.384 0.04
H -0.12847 -5.08137 -4.04563 0.192 0.104 0.007 0.08
H -0.41700 -6.34326 -2.80775 -0.120 -0.051 -0.431 0.08
H 1.55339 -5.99708 -1.94184 -0.097 -0.048 0.030 0.07
C -3.47379 -4.44737 -2.20594 -1.305 -0.179 0.632 -0.14
O -4.58077 -5.30444 -2.51554 0.316 -0.294 0.038 -0.12
H -2.81271 -4.97238 -1.51849 0.255 -0.298 -0.466 0.08
H -3.00227 -4.11475 -3.12772 0.336 0.202 0.237 0.07
H -3.87663 -3.64776 -1.57793 0.347 0.534 -0.428 0.06
H -5.30792 -4.75664 -2.82028 0.018 0.014 -0.035 0.07
C 2.64443 -1.86127 5.95644 1.837 -0.286 0.449 -0.17
O 3.10504 -0.55776 6.29854 -0.154 -0.122 -0.466 -0.13
H 2.14923 -1.95483 4.98883 -0.821 0.363 0.332 0.07
H 3.50961 -2.52750 5.81648 0.081 -0.004 0.138 0.07
H 2.17574 -2.22686 6.86543 -0.801 -0.153 -0.448 0.08
H 3.64713 -0.26367 5.55335 -0.200 0.200 -0.081 0.03
C 4.09770 1.36443 3.11266 0.331 -0.505 -0.925 -0.13
O 4.34371 0.07300 3.67922 0.545 0.217 0.482 -0.13
H 4.53206 1.43390 2.10659 -0.235 -0.313 -0.115 0.08
H 3.01483 1.39126 3.03310 0.102 0.774 0.227 0.05
H 4.60155 2.19046 3.61833 -0.616 -0.054 0.649 0.08
H 5.24560 0.06255 4.01998 -0.005 -0.129 -0.192 0.09
C -5.78066 -0.93056 -1.01775 1.024 0.057 -1.067 -0.19
O -6.84545 -0.07981 -1.37469 -0.415 -0.093 0.030 -0.10
H -5.57315 -1.00260 0.04691 -0.349 -0.216 0.068 0.07
H -5.90734 -1.89163 -1.52387 -0.520 -0.211 0.523 0.07
H -4.85151 -0.57410 -1.48023 0.018 0.305 0.237 0.06
H -7.06215 0.51681 -0.65612 0.218 0.010 0.096 0.08
C 1.46192 0.11282 -1.77821 -0.395 0.506 1.319 -0.12
O 0.20972 -0.02472 -1.07053 0.410 -0.213 -0.465 -0.15
H 2.22687 -0.04730 -1.00590 0.401 -0.464 -0.672 0.08
H 1.46774 -0.55511 -2.63821 0.411 0.104 0.017 0.08
H 1.59072 1.16003 -2.05420 -0.305 -0.109 -0.351 0.08
H 0.13346 -0.98244 -0.95926 -0.482 0.086 0.051 0.04
C -3.10527 1.97599 -0.23993 0.131 -0.596 0.503 -0.13
O -3.90491 0.97637 0.38182 -0.780 0.053 0.022 -0.15
H -3.80644 2.64996 -0.72372 0.097 0.083 -0.094 0.08
H -2.51629 2.51328 0.50516 0.016 0.179 -0.057 0.07
H -2.41499 1.53311 -0.96006 0.015 0.081 -0.125 0.06
H -3.39451 0.34527 0.89992 0.601 0.580 -0.353 0.01
```
Forces are in eV/Å.

For the HOMO energy, the calculation gives -0.3178 Ha. For the gap between HOMO and LUMO, the calculation gives 0.3296 Ha. As for the SMILES: COCCNCCOC.COCCNCCOC.CCO.CCO.CO.CO.CO.CO.CO.CO.CO. As for the charge: 0.

No. 2
Below is a structure of composition C54H43N2OP2SSeSiTl, with properties calculated with the ωB97M-V functional and the def2-TZVPD basis.

The geometry in XYZ format:
```
106
Properties=species:S:1:pos:R:3:forces:R:3:lowdin_charge:R:1
Tl 2.02462 0.50710 -0.50010 -0.279 0.182 0.320 0.88
O 0.78396 0.53346 3.71927 -1.018 -0.242 -0.869 -0.51
S -0.30240 -0.18916 2.94196 1.046 0.505 0.748 0.86
C -0.69505 -1.61429 3.95327 -0.337 -0.363 0.430 -0.44
C -0.04581 -1.75375 5.17935 0.176 -1.002 -0.672 -0.04
C -0.26057 -2.95161 5.92262 -0.259 1.467 -1.919 -0.03
C -1.19539 -3.85402 5.43360 -1.584 -1.388 0.073 -0.04
C -1.82176 -3.72837 4.15260 1.221 1.691 1.578 -0.04
C -1.55153 -2.58247 3.39722 0.877 0.129 1.658 -0.42
P -1.93108 -2.34914 1.68419 -0.513 -0.794 -0.925 1.11
C -3.57863 -3.10584 1.57687 0.016 -0.899 -0.131 -0.38
C -4.67888 -2.41548 2.05305 0.643 1.934 0.704 -0.13
C -5.93900 -2.93168 2.02457 -2.920 -0.754 0.698 -0.09
C -6.18161 -4.23582 1.55202 0.480 -0.378 -1.177 -0.05
C -5.09006 -4.90892 0.96076 -0.609 0.111 0.828 -0.06
C -3.80360 -4.38916 1.08318 0.032 -0.255 -0.441 -0.10
C -0.78647 -3.59835 0.99311 -0.004 -1.047 -0.174 -0.34
C -0.98271 -4.13534 -0.31234 -0.222 1.236 -0.004 -0.12
C -0.03243 -4.91439 -0.93269 0.259 -0.331 0.187 -0.08
C 0.98090 -5.45917 -0.13142 0.301 -0.646 0.089 -0.07
C 1.19308 -5.01754 1.17630 -1.727 0.519 -0.969 -0.06
C 0.30405 -4.08145 1.74229 0.760 0.015 -0.394 -0.06
C -1.86092 0.76444 3.07730 1.171 -0.549 1.531 -0.40
C -2.61599 0.64669 4.22736 -1.467 0.070 -0.357 -0.05
C -3.75978 1.44715 4.38178 0.728 -0.362 0.447 -0.03
C -3.86184 2.60483 3.61327 -0.554 -0.038 0.252 -0.05
C -3.14426 2.68274 2.42753 0.560 0.141 0.059 -0.05
C -2.12020 1.73789 2.16522 -0.968 1.008 -0.908 -0.40
P -1.21789 1.68818 0.60843 0.664 -0.329 -1.024 1.01
C -2.54521 2.06895 -0.57030 -1.085 -1.482 0.741 -0.39
C -3.46387 0.99356 -0.74807 -0.716 0.952 -1.154 -0.07
C -4.62174 1.21628 -1.56649 1.798 -0.018 1.164 -0.06
C -4.83081 2.45439 -2.16740 0.315 0.662 0.487 -0.07
C -3.94967 3.51334 -1.88352 -0.349 0.495 -0.382 -0.07
C -2.83882 3.33219 -1.05294 -0.101 -0.281 -1.266 -0.10
C -0.20646 3.18105 0.60735 0.024 0.972 0.144 -0.40
C -0.23737 4.07060 1.70024 1.496 0.149 -1.388 -0.04
C 0.44367 5.31656 1.57159 -0.576 -0.605 1.095 -0.04
C 1.16747 5.63718 0.42911 -0.001 -0.073 0.820 -0.06
C 1.19315 4.70942 -0.62320 0.363 2.274 0.036 -0.11
C 0.51847 3.53436 -0.56831 -0.850 -1.165 0.394 -0.19
H 0.72123 -1.00286 5.38047 -0.330 -0.231 0.444 0.11
H 0.36711 -3.13289 6.75953 -0.030 -0.214 0.874 0.10
H -1.57191 -4.71000 6.07982 0.990 0.982 -0.938 0.14
H -2.49075 -4.46517 3.79491 -0.545 -0.703 -0.243 0.10
H -4.50802 -1.43796 2.55151 -0.238 -0.473 -0.588 0.11
H -6.84699 -2.36878 2.40684 1.498 -0.541 -0.318 0.13
H -7.17272 -4.76420 1.54479 0.987 1.042 0.076 0.13
H -5.24753 -5.86015 0.45323 0.117 0.081 0.380 0.11
H -2.96346 -5.02275 0.82518 -0.111 0.101 -0.276 0.10
H -1.91891 -3.95549 -0.85360 0.495 0.509 0.097 0.11
H -0.07431 -5.08287 -2.01954 -0.281 -0.496 0.738 0.12
H 1.49531 -6.37993 -0.45526 0.233 0.958 -0.197 0.12
H 1.99446 -5.43327 1.72585 0.544 -0.366 0.694 0.09
H 0.49154 -3.78946 2.78005 -0.182 0.119 -0.466 0.11
H -2.34302 -0.11149 4.91964 -0.230 -0.564 0.595 0.10
H -4.57603 1.20646 5.07957 0.907 0.283 0.185 0.13
H -4.50188 3.39131 4.05727 0.041 -0.438 -1.148 0.13
H -3.35158 3.47301 1.70183 0.197 -0.145 0.296 0.12
H -3.30268 -0.00300 -0.28572 -0.031 0.798 -0.341 0.09
H -5.29539 0.39492 -1.66257 -0.496 -0.297 -0.310 0.10
H -5.69153 2.67924 -2.80194 0.247 -0.384 0.215 0.11
H -4.16366 4.51341 -2.33407 0.303 -0.962 0.503 0.12
H -2.10222 4.10602 -0.93085 -0.089 0.462 0.214 0.10
H -0.64053 3.71222 2.64082 -0.269 0.508 -0.109 0.11
H 0.34726 5.99056 2.44123 0.378 -0.222 -0.692 0.12
H 1.75272 6.57929 0.39295 -0.662 -0.727 -0.172 0.13
H 1.60827 5.13112 -1.52391 0.411 -0.626 -0.444 0.11
H 0.47720 2.92513 -1.48563 -0.186 0.092 0.432 0.06
Se 5.01016 2.97236 -0.33362 -0.482 -1.290 0.105 1.09
N 4.77745 1.10678 -0.63262 0.712 2.203 1.640 -0.29
C 5.21629 0.61227 0.54340 -0.784 -1.676 -1.305 -0.48
C 5.37056 -0.80289 0.74225 0.064 -1.366 -0.153 -0.04
C 5.88115 -1.24803 1.93020 -0.243 -0.152 -0.429 -0.05
C 6.11093 -0.37106 3.03528 0.105 -0.078 0.471 -0.05
C 5.98309 0.96175 2.89051 -0.350 -0.047 -0.513 0.00
C 5.55628 1.47145 1.61788 0.515 2.222 0.465 -0.37
N 5.50028 2.80181 1.37202 -0.196 -1.633 -0.880 -0.20
H 5.13689 -1.57022 -0.04990 0.362 1.230 0.692 0.13
H 6.14982 -2.29699 2.05530 -0.345 0.186 -0.063 0.12
H 6.35852 -0.79681 4.00883 0.164 0.125 -0.360 0.12
H 6.16520 1.66708 3.67219 0.090 0.237 0.374 0.12
C 4.29233 -2.13860 -6.07269 -1.528 0.428 0.067 -0.05
C 4.76548 -1.68350 -4.84913 0.267 -0.113 -0.310 -0.06
C 3.96060 -0.83638 -4.06487 0.659 -0.920 -0.660 -0.12
C 2.69181 -0.45415 -4.47903 -0.064 -0.253 0.845 -0.36
C 2.17260 -0.95599 -5.69077 0.994 -0.757 -0.670 -0.08
C 2.96231 -1.82289 -6.48381 0.813 0.636 0.914 -0.03
Si 1.63283 0.74320 -3.46355 -0.616 -0.523 -3.353 0.77
C 1.64959 2.33072 -4.44770 -1.131 -2.083 1.942 -0.34
C 0.40852 2.98548 -4.44005 1.120 1.455 -0.223 -0.12
C 0.34674 4.16183 -5.16717 -1.571 -0.013 -0.595 -0.05
C 1.41741 4.59701 -5.97051 -1.004 -0.863 1.330 -0.02
C 2.57577 3.84225 -6.00794 0.775 0.105 -0.839 -0.06
C 2.68779 2.67064 -5.29082 1.715 -0.295 -0.015 -0.08
H 4.93125 -2.73211 -6.70490 -0.022 -0.197 -0.092 0.11
H 5.78603 -2.02317 -4.56989 -0.887 0.611 0.141 0.13
H 4.36855 -0.50609 -3.13741 0.163 0.349 0.645 0.07
H 1.22340 -0.66669 -6.11340 -0.318 0.096 0.295 0.11
H 2.58421 -2.20731 -7.43140 0.038 0.187 0.287 0.11
H 0.18932 0.23667 -3.33138 0.787 0.415 0.575 0.03
H -0.45561 2.66705 -3.87743 0.045 -0.185 0.214 0.09
H -0.65890 4.64279 -5.17641 1.130 0.049 -0.192 0.13
H 1.25566 5.48139 -6.52730 0.284 0.768 -0.564 0.11
H 3.42679 4.12866 -6.62341 -0.332 0.102 -0.049 0.12
H 3.61946 2.02485 -5.41179 -1.385 0.983 0.436 0.15
```
Forces are in eV/Å.

For the HOMO energy (spin up / spin down), the calculation gives -0.4542 / -0.4278 Ha. For the gap between HOMO and LUMO (spin up / spin down), the calculation gives 0.1505 / 0.0881 Ha. As for the charge: +2.